Density functional theory data (the ωB97M-V functional and the def2-TZVPD basis) for a molecular structure, C10H15ClFLaRu at a distorted geometry.

Results
2S+1: 6
⟨S²⟩: 8.80
LUMO level (spin up / spin down): 0.09066 / 0.00503 Eh
orbital gap (spin up / spin down): 4.470 / 3.863 eV
energy above the lowest of the compared OMol25 structures with the same formula, charge and spin: 4.5108 eV
net charge: -1
E: -29284.4828 eV

Geometry (Å):
Ru (0.809, 0.384, -4.366)
Cl (1.033, 1.659, -2.524)
C (-0.736, 0.171, -5.640)
C (2.476, -0.519, -5.011)
H (-0.545, -0.594, -6.415)
H (-1.568, -0.141, -4.973)
H (-0.989, 1.155, -6.087)
H (2.291, -1.204, -5.858)
H (2.816, -1.083, -4.117)
H (3.244, 0.241, -5.262)
La (0.276, 0.214, -0.159)
C (-1.669, 1.372, -0.637)
C (-0.417, -1.800, 0.303)
H (-2.117, 0.844, -1.501)
H (-2.395, 1.402, 0.182)
H (-1.371, 2.389, -0.942)
H (0.210, -2.577, 0.816)
H (-1.490, -2.112, 0.405)
F (0.558, 1.297, 6.574)
C (0.474, 1.064, 5.218)
C (1.593, 1.254, 4.423)
C (1.495, 1.028, 3.030)
C (0.282, 0.661, 2.487)
C (-0.813, 0.425, 3.277)
C (-0.741, 0.643, 4.676)
H (2.541, 1.563, 4.868)
H (2.378, 1.144, 2.402)
H (-1.750, 0.062, 2.849)
H (-1.601, 0.484, 5.315)



Density functional theory data (the ωB97M-V functional and the def2-TZVPD basis) for a molecular structure, C30H29N4SSbTc at a distorted geometry.

Results
2S+1: 4
⟨S²⟩: 3.89
LUMO level (spin up / spin down): -0.46970 / -0.57421 Eh
orbital gap (spin up / spin down): 7.304 / 4.212 eV
net charge: +4
E: -57070.0036 eV

Geometry (Å):
Tc (-0.021, 1.070, -0.563)
C (2.527, 0.875, 1.540)
C (2.978, 0.874, 0.115)
C (4.320, 0.772, -0.242)
C (4.688, 0.848, -1.569)
C (3.712, 1.051, -2.551)
C (2.405, 1.160, -2.144)
N (2.053, 1.042, -0.844)
Sb (0.716, 1.621, -3.397)
C (0.434, 3.408, -2.233)
C (0.502, 4.693, -2.717)
C (0.310, 5.743, -1.813)
C (0.056, 5.463, -0.485)
C (-0.021, 4.141, -0.050)
C (-0.283, 3.767, 1.373)
N (0.166, 3.141, -0.934)
C (-1.740, 0.967, -1.648)
C (-2.602, 0.787, -2.700)
C (-3.947, 0.977, -2.336)
C (-4.308, 1.289, -1.032)
C (-3.352, 1.425, -0.019)
C (-3.679, 1.723, 1.400)
N (-2.080, 1.257, -0.425)
H (2.983, 0.063, 2.106)
H (1.434, 0.778, 1.639)
H (2.820, 1.810, 2.023)
H (5.067, 0.651, 0.533)
H (5.732, 0.771, -1.850)
H (3.987, 1.136, -3.595)
H (0.700, 4.894, -3.762)
H (0.365, 6.770, -2.153)
H (-0.082, 6.263, 0.229)
H (-0.435, 4.648, 1.993)
H (0.567, 3.221, 1.792)
H (-1.182, 3.147, 1.456)
H (-2.311, 0.527, -3.707)
H (-4.717, 0.874, -3.093)
H (-5.353, 1.424, -0.780)
H (-4.443, 1.033, 1.760)
H (-4.096, 2.730, 1.485)
H (-2.805, 1.643, 2.044)
N (-0.111, -0.961, -0.319)
S (0.687, -1.953, 0.759)
C (-0.458, -2.490, 1.974)
C (-1.545, -3.297, 1.629)
C (-2.393, -3.712, 2.638)
C (-2.145, -3.335, 3.959)
C (-1.055, -2.537, 4.284)
C (-0.194, -2.103, 3.286)
C (1.024, -3.457, -0.125)
C (0.831, -3.583, -1.490)
C (1.122, -4.805, -2.082)
C (1.609, -5.857, -1.320)
C (1.815, -5.706, 0.048)
C (1.529, -4.498, 0.655)
H (-0.971, -1.393, -0.656)
H (-1.720, -3.606, 0.605)
H (-3.238, -4.345, 2.405)
H (-2.806, -3.679, 4.743)
H (-0.868, -2.263, 5.313)
H (0.670, -1.499, 3.530)
H (0.457, -2.763, -2.089)
H (0.967, -4.948, -3.143)
H (1.831, -6.798, -1.805)
H (2.204, -6.526, 0.638)
H (1.692, -4.361, 1.718)



Density functional theory data (the ωB97M-V functional and the def2-TZVPD basis) for 2 unconnected molecules or ions with the total composition C27H34N at a distorted geometry.

Results
LUMO level: -0.19010 Eh
orbital gap: 5.849 eV
energy above the lowest of the compared OMol25 structures with the same formula, charge and spin: 0.0000 eV
net charge: +1
E: -30034.0892 eV

Geometry (Å):
C (5.186, -2.524, -0.520)
C (4.113, -1.498, -0.721)
C (4.119, -0.358, 0.076)
C (3.256, 0.714, -0.144)
C (3.501, 1.868, 0.798)
C (2.266, 0.604, -1.144)
C (1.263, 1.723, -1.360)
C (1.933, 3.023, -1.829)
C (0.421, 1.916, -0.060)
C (-0.541, 0.888, 0.348)
C (-1.159, 0.823, 1.616)
C (-1.771, -0.422, 2.020)
C (-1.691, -1.591, 1.096)
C (-2.404, -0.545, 3.250)
C (-2.486, 0.532, 4.144)
C (-3.224, 0.411, 5.441)
C (-1.869, 1.732, 3.781)
C (-1.210, 1.912, 2.571)
C (-0.582, 3.264, 2.417)
C (2.207, -0.579, -1.915)
C (1.176, -0.769, -3.000)
C (3.110, -1.618, -1.682)
H (5.050, -3.348, -1.226)
H (6.185, -2.090, -0.681)
H (5.189, -2.928, 0.503)
H (4.837, -0.279, 0.887)
H (3.164, 2.842, 0.450)
H (3.059, 1.681, 1.788)
H (4.587, 1.953, 0.965)
H (0.582, 1.455, -2.174)
H (2.457, 2.840, -2.773)
H (1.198, 3.819, -1.997)
H (2.670, 3.398, -1.117)
H (1.120, 1.943, 0.796)
H (-0.079, 2.894, -0.140)
H (-0.666, 0.058, -0.344)
H (-2.122, -2.480, 1.576)
H (-2.215, -1.425, 0.144)
H (-0.644, -1.822, 0.856)
H (-2.828, -1.507, 3.547)
H (-3.175, 1.361, 5.978)
H (-4.281, 0.172, 5.266)
H (-2.818, -0.378, 6.089)
H (-1.876, 2.560, 4.499)
H (-1.074, 3.918, 3.152)
H (0.487, 3.251, 2.688)
H (-0.687, 3.740, 1.436)
H (1.411, -1.692, -3.544)
H (0.155, -0.869, -2.599)
H (1.165, 0.060, -3.722)
H (3.039, -2.537, -2.272)
N (-2.984, -1.247, -2.050)
C (-4.112, -1.033, -2.735)
C (-4.694, -1.990, -3.579)
C (-4.065, -3.239, -3.736)
C (-2.868, -3.445, -3.054)
C (-2.368, -2.419, -2.222)
H (-4.566, -0.048, -2.595)
H (-5.618, -1.740, -4.088)
H (-4.497, -4.024, -4.374)
H (-2.295, -4.363, -3.122)
H (-1.437, -2.549, -1.660)